(1)
C49H56N4OsP2S2Si2 | ωB97M-V with the def2-TZVPD basis set

The geometry in XYZ format:
```
116
C49H56N4OsP2S2Si2 ωB97M-V with the def2-TZVPD basis set
Os 0.686 0.087 -0.427
C 5.304 0.291 -2.195
Si 3.881 -0.719 -1.613
C 4.356 -1.663 -0.100
C 3.237 -1.803 -2.944
N 2.559 0.387 -1.154
P 2.362 2.008 -1.387
C 0.742 2.043 -0.838
P -0.934 2.168 -1.071
N -1.196 0.527 -0.835
Si -2.645 -0.537 -0.907
C -4.139 0.464 -1.281
C -2.781 -1.301 0.767
C -2.360 -1.807 -2.205
C -1.735 3.101 0.232
C -3.073 3.496 0.129
C -3.726 4.043 1.227
C -3.051 4.191 2.430
C -1.720 3.805 2.540
C -1.062 3.256 1.449
C -1.534 2.710 -2.648
C -1.601 1.784 -3.693
C -2.046 2.187 -4.941
C -2.419 3.510 -5.149
C -2.342 4.436 -4.118
C -1.900 4.040 -2.862
C 2.651 2.503 -3.068
C 1.782 1.998 -4.042
C 2.011 2.268 -5.380
C 3.112 3.035 -5.752
C 3.985 3.525 -4.792
C 3.762 3.259 -3.446
C 3.391 2.967 -0.276
C 3.478 4.355 -0.404
C 4.218 5.090 0.512
C 4.870 4.445 1.557
C 4.777 3.066 1.695
C 4.040 2.323 0.781
H 6.203 -0.339 -2.219
H 5.511 1.131 -1.521
H 5.140 0.681 -3.206
H 4.830 -2.621 -0.352
H 3.477 -1.871 0.516
H 5.074 -1.089 0.496
H 3.949 -2.594 -3.209
H 3.044 -1.206 -3.841
H 2.302 -2.283 -2.641
H -4.484 1.019 -0.402
H -4.945 -0.217 -1.585
H -3.978 1.165 -2.105
H -3.237 -0.601 1.477
H -1.785 -1.566 1.139
H -3.393 -2.212 0.754
H -2.599 -1.410 -3.198
H -2.996 -2.687 -2.045
H -1.320 -2.139 -2.206
H -3.610 3.382 -0.807
H -4.761 4.353 1.141
H -3.562 4.621 3.284
H -1.192 3.942 3.478
H -0.021 2.973 1.527
H -1.311 0.751 -3.525
H -2.106 1.471 -5.753
H -2.773 3.823 -6.125
H -2.631 5.466 -4.289
H -1.832 4.766 -2.060
H 0.933 1.395 -3.749
H 1.337 1.882 -6.136
H 3.291 3.246 -6.800
H 4.847 4.110 -5.090
H 4.460 3.625 -2.705
H 2.959 4.868 -1.207
H 4.288 6.166 0.410
H 5.454 5.020 2.265
H 5.289 2.568 2.510
H 3.971 1.245 0.880
S 1.085 -0.108 1.800
C 0.661 -1.717 2.216
N 0.259 -2.014 3.394
C -0.355 -3.344 3.645
C 0.491 -4.374 2.981
N 0.586 -4.048 1.547
C 0.493 -5.209 0.624
C -0.912 -5.755 0.620
C -1.162 -7.057 1.036
C -2.463 -7.555 1.037
C -3.514 -6.745 0.632
C -3.266 -5.439 0.215
C -1.971 -4.946 0.207
C 0.657 -2.799 1.147
S 0.756 -2.326 -0.430
C 0.218 -1.062 4.539
C -1.210 -0.754 4.907
C -1.747 -1.200 6.108
C -3.069 -0.911 6.430
C -3.854 -0.182 5.548
C -3.318 0.270 4.346
C -2.000 -0.013 4.026
H -1.370 -3.351 3.248
H -0.408 -3.502 4.719
H 0.031 -5.354 3.081
H 1.490 -4.410 3.418
H 1.194 -5.961 0.982
H 0.815 -4.900 -0.363
H -0.339 -7.694 1.351
H -2.650 -8.574 1.354
H -4.527 -7.131 0.632
H -4.088 -4.810 -0.114
H -1.778 -3.930 -0.136
H 0.757 -0.161 4.273
H 0.750 -1.538 5.360
H -1.131 -1.765 6.804
H -3.482 -1.252 7.371
H -4.884 0.041 5.800
H -3.927 0.852 3.664
H -1.578 0.357 3.092
```

The calculation puts the total energy at -116144.9390 eV. As for the HOMO-LUMO gap (alpha / beta): 6.0 / 5.6 eV. The charge is +2. For the HOMO energy (alpha / beta), the calculation gives -12.46 / -12.09 eV.

Results of the Mulliken charge analysis, in e, for atoms 1 through 8: number 1, Os, carries 1.269; number 2, C, carries -1.061; number 3, Si, carries 0.022; number 4, C, carries -0.723; number 5, C, carries -0.872; number 6, N, carries 0.451; number 7, P, carries 0.930; number 8, C, carries -0.731

---

(2)
C49H57CeN6O2P2 | ωB97M-V with the def2-TZVPD basis set

The geometry in XYZ format:
```
117
C49H57CeN6O2P2 ωB97M-V with the def2-TZVPD basis set
Ce 0.184 -0.384 -0.136
C 0.976 4.074 2.268
C -0.118 3.399 3.092
C 0.337 3.465 4.551
P -0.473 1.663 2.393
C -1.949 1.045 3.430
C -2.219 1.490 4.866
C -1.952 -0.483 3.337
C 1.053 0.871 3.007
C 1.329 0.326 4.247
C 2.596 -0.168 4.518
C 3.579 -0.115 3.541
C 3.318 0.436 2.299
C 2.048 0.938 1.998
N 1.596 1.444 0.786
C 2.292 2.324 0.027
C 3.494 2.953 0.432
C 4.116 3.904 -0.338
C 3.595 4.267 -1.576
C 2.404 3.707 -1.987
C 1.721 2.783 -1.201
P 0.073 2.162 -1.670
C -1.090 3.660 -1.659
C -0.616 4.874 -2.453
C -1.441 4.121 -0.246
C 0.240 1.949 -3.523
C 1.276 0.859 -3.772
C -1.117 1.596 -4.128
H 1.011 5.143 2.482
H 0.833 3.943 1.202
H 1.943 3.649 2.525
H -1.059 3.954 2.973
H 1.194 2.813 4.710
H -0.440 3.203 5.257
H 0.649 4.486 4.779
H -2.799 1.412 2.829
H -1.403 1.226 5.536
H -3.116 0.979 5.221
H -2.409 2.560 4.921
H -1.124 -0.910 3.900
H -1.861 -0.800 2.294
H -2.883 -0.890 3.734
H 0.567 0.290 5.012
H 2.809 -0.601 5.484
H 4.562 -0.517 3.747
H 4.095 0.446 1.550
H 3.904 2.705 1.400
H 5.017 4.381 0.027
H 4.094 5.004 -2.186
H 2.002 4.001 -2.944
H -2.002 3.253 -2.119
H 0.335 5.224 -2.057
H -1.343 5.680 -2.349
H -0.503 4.663 -3.514
H -0.681 4.805 0.121
H -1.504 3.284 0.449
H -2.394 4.648 -0.244
H 0.604 2.881 -3.970
H 0.930 -0.102 -3.384
H 1.484 0.769 -4.837
H 2.210 1.100 -3.269
H -1.602 0.820 -3.535
H -0.998 1.236 -5.147
H -1.775 2.461 -4.171
O -1.662 -4.995 2.142
C -0.678 -4.650 3.005
C -0.487 -5.424 4.152
C 0.487 -5.124 5.082
C 1.302 -4.024 4.874
C 1.126 -3.260 3.742
C 0.150 -3.540 2.780
C 0.143 -2.595 1.625
O 1.028 -1.694 1.618
N -0.777 -2.467 0.675
N -1.608 -3.392 0.231
C -2.708 -3.023 -0.331
C -3.253 -1.689 -0.466
C -4.581 -1.551 -0.916
C -5.189 -0.320 -0.872
C -4.450 0.783 -0.453
C -3.121 0.590 -0.138
N -2.521 -0.601 -0.133
H -2.108 -5.786 2.474
H -1.127 -6.284 4.310
H 0.616 -5.751 5.952
H 2.071 -3.770 5.586
H 1.744 -2.395 3.565
H -3.322 -3.836 -0.696
H -5.116 -2.420 -1.269
H -6.226 -0.209 -1.145
H -4.902 1.757 -0.354
H -2.498 1.428 0.169
C -1.567 -2.197 -3.476
N -0.512 -1.827 -2.530
C 0.329 -2.785 -2.280
C 1.541 -2.610 -1.584
C 2.500 -3.597 -1.292
C 3.580 -2.939 -0.732
C 3.238 -1.584 -0.710
N 2.019 -1.361 -1.213
C -0.999 -2.646 -4.808
C -1.129 -3.956 -5.253
C -0.550 -4.357 -6.446
C 0.176 -3.462 -7.211
C 0.294 -2.150 -6.787
C -0.296 -1.748 -5.603
H -2.204 -1.319 -3.629
H -2.189 -3.006 -3.065
H 0.150 -3.797 -2.665
H 2.386 -4.650 -1.466
H 4.494 -3.377 -0.378
H 3.854 -0.758 -0.388
H -1.686 -4.668 -4.660
H -0.659 -5.380 -6.776
H 0.642 -3.783 -8.131
H 0.857 -1.440 -7.375
H -0.205 -0.727 -5.279
```

The calculation puts the total energy at -96282.2998 eV. As for the HOMO-LUMO gap (alpha / beta): 6.3 / 6.3 eV. Its multiplicity is 2. For the HOMO energy (alpha / beta), the calculation gives -6.58 / -6.58 eV.

Results of the Mulliken charge analysis, in e, for atoms 1 through 8: number 1, Ce, carries -0.737; number 2, C, carries -1.422; number 3, C, carries 0.636; number 4, C, carries -1.525; number 5, P, carries 1.575; number 6, C, carries 0.494; number 7, C, carries -1.860; number 8, C, carries -1.310

---

(3)
C49H59N3O3PSi2Zr | ωB97M-V with the def2-TZVPD basis set

The geometry in XYZ format:
```
118
C49H59N3O3PSi2Zr ωB97M-V with the def2-TZVPD basis set
Zr 0.596 0.204 0.722
O -2.272 -2.130 3.477
C -1.467 -3.179 3.710
C -2.018 -4.231 4.445
C -1.275 -5.357 4.715
C 0.040 -5.470 4.258
C 0.591 -4.436 3.542
C -0.142 -3.272 3.255
C 0.515 -2.205 2.509
O -0.155 -1.130 2.145
N 1.795 -2.311 2.246
N 2.214 -1.152 1.655
C 3.457 -0.870 1.741
C 3.865 0.474 1.351
C 5.177 0.896 1.461
C 5.482 2.216 1.153
C 4.460 3.060 0.766
C 3.169 2.554 0.686
N 2.864 1.288 0.956
H -1.819 -1.505 2.890
H -3.040 -4.128 4.785
H -1.720 -6.163 5.285
H 0.619 -6.359 4.468
H 1.607 -4.499 3.180
H 4.152 -1.568 2.199
H 5.940 0.203 1.788
H 6.500 2.574 1.226
H 4.639 4.098 0.528
H 2.356 3.198 0.388
C 1.770 3.047 3.810
Si 0.018 2.462 3.456
C -1.195 3.822 3.887
C -0.329 0.978 4.547
C -0.128 2.079 1.612
H 1.845 3.380 4.847
H 2.057 3.890 3.176
H 2.505 2.251 3.671
H -1.115 4.096 4.941
H -2.223 3.504 3.704
H -1.016 4.721 3.293
H -0.268 1.290 5.593
H 0.393 0.171 4.406
H -1.326 0.561 4.391
H 0.456 2.861 1.105
H -1.165 2.224 1.286
C 0.151 2.227 -4.582
C -0.094 1.367 -3.337
C -1.300 1.960 -2.597
C -0.429 -0.067 -3.748
P 1.348 1.384 -2.121
C 1.831 3.150 -2.233
C 2.806 3.667 -3.086
C 3.055 5.031 -3.140
C 2.324 5.910 -2.355
C 1.338 5.416 -1.515
C 1.100 4.051 -1.455
C 2.769 0.324 -2.790
C 2.471 -1.111 -2.324
C 4.093 0.740 -2.135
C 2.987 0.295 -4.308
H -0.706 2.108 -5.250
H 1.041 1.942 -5.135
H 0.229 3.285 -4.330
H -2.166 1.917 -3.262
H -1.143 3.008 -2.340
H -1.541 1.399 -1.694
H -1.408 -0.075 -4.231
H -0.492 -0.728 -2.889
H 0.286 -0.478 -4.459
H 3.374 3.017 -3.731
H 3.817 5.408 -3.810
H 2.517 6.974 -2.404
H 0.751 6.090 -0.905
H 0.328 3.682 -0.789
H 2.395 -1.174 -1.230
H 3.297 -1.764 -2.615
H 1.555 -1.514 -2.753
H 4.080 0.564 -1.063
H 4.355 1.782 -2.305
H 4.891 0.123 -2.553
H 2.114 -0.035 -4.861
H 3.792 -0.414 -4.520
H 3.297 1.257 -4.709
O -0.843 -0.433 -0.419
Si -2.184 -1.428 -0.399
C -1.575 -3.122 0.100
C -2.378 -4.001 0.828
C -1.934 -5.276 1.148
C -0.676 -5.696 0.741
C 0.138 -4.839 0.015
C -0.311 -3.565 -0.301
C -3.485 -0.753 0.761
C -3.236 0.199 1.748
C -4.234 0.635 2.606
C -5.516 0.118 2.493
C -5.791 -0.828 1.516
C -4.788 -1.252 0.656
C -2.961 -1.533 -2.093
C -2.716 -2.618 -2.936
C -3.242 -2.662 -4.220
C -4.031 -1.617 -4.680
C -4.301 -0.537 -3.851
C -3.773 -0.500 -2.569
H -3.355 -3.680 1.172
H -2.566 -5.940 1.723
H -0.328 -6.689 0.995
H 1.123 -5.161 -0.301
H 0.335 -2.906 -0.876
H -2.239 0.608 1.868
H -4.011 1.372 3.368
H -6.298 0.451 3.162
H -6.790 -1.233 1.418
H -5.028 -1.976 -0.115
H -2.109 -3.446 -2.585
H -3.043 -3.513 -4.858
H -4.445 -1.651 -5.679
H -4.932 0.271 -4.201
H -4.002 0.344 -1.927
```

The calculation puts the total energy at -88710.0658 eV. As for the HOMO-LUMO gap: 6.4 eV. The charge is +1. For the HOMO energy, the calculation gives -10.39 eV.

Results of the Mulliken charge analysis, in e, for atoms 1 through 8: number 1, Zr, carries -0.571; number 2, O, carries -0.701; number 3, C, carries 1.128; number 4, C, carries -0.580; number 5, C, carries -0.439; number 6, C, carries -0.842; number 7, C, carries -1.292; number 8, C, carries -0.066